# 1
C38H44FMgN5O9SSi2 as an isolated structure in a non-equilibrium geometry, computed with ωB97M-V/def2-TZVPD.

```
101
Properties=species:S:1:pos:R:3:forces:R:3:lowdin_charge:R:1
Mg 0.314 -0.284 0.449 -0.36 -0.56 0.99 0.53
C 2.119 -2.147 -2.168 -0.31 0.35 0.06 -0.25
Si 1.052 -0.549 -1.903 1.07 -0.43 -1.67 0.62
C 2.436 0.761 -2.333 -0.41 -0.14 0.25 -0.23
C 0.027 -0.512 -3.580 0.13 0.10 0.71 -0.28
C 0.643 -0.969 -4.743 0.14 -0.06 -0.04 -0.11
C -0.026 -1.050 -5.950 0.04 -0.04 -0.13 -0.10
C -1.349 -0.650 -6.028 -0.09 -0.07 -0.23 -0.12
C -1.973 -0.167 -4.895 -0.15 0.10 0.04 -0.12
C -1.309 -0.092 -3.671 -0.36 0.24 0.32 -0.26
Si -2.263 0.532 -2.158 -1.46 -1.17 -0.86 0.52
C -3.675 1.761 -2.578 0.75 -0.38 0.00 -0.13
C -3.036 -0.937 -1.222 0.56 0.71 -0.38 -0.12
H 2.825 -2.074 -2.994 0.09 0.08 -0.18 0.00
H 1.503 -3.028 -2.330 -0.14 -0.17 0.02 0.01
H 2.696 -2.311 -1.264 0.13 -0.08 0.25 0.00
H 2.850 0.634 -3.333 -0.02 -0.14 -0.19 0.01
H 3.252 0.636 -1.623 0.15 -0.01 0.16 0.01
H 2.090 1.789 -2.251 -0.11 0.24 0.05 0.00
H 1.679 -1.281 -4.699 0.07 -0.05 0.01 0.08
H 0.480 -1.434 -6.829 0.02 0.01 -0.02 0.09
H -1.887 -0.721 -6.965 -0.03 0.03 -0.02 0.09
H -3.002 0.161 -4.957 -0.18 0.04 -0.07 0.09
H -4.545 1.264 -2.993 -0.14 -0.23 -0.07 0.02
H -3.353 2.521 -3.283 0.09 0.18 -0.15 0.02
H -3.983 2.267 -1.667 -0.06 0.05 0.23 0.03
H -4.081 -1.095 -1.471 -0.22 0.08 -0.13 0.03
H -2.957 -0.775 -0.154 -0.01 0.00 0.31 0.03
H -2.500 -1.850 -1.455 0.10 -0.15 0.00 0.02
C -1.646 6.969 1.748 -0.19 -0.16 -0.23 -0.06
C -1.898 6.670 0.269 0.04 0.63 0.25 -0.33
C -1.139 7.685 -0.589 -0.31 -0.12 -0.13 -0.16
C -1.440 7.435 -2.056 0.07 0.05 0.14 -0.15
C -1.124 6.004 -2.395 0.04 0.12 -0.72 -0.16
C -0.766 5.690 -3.726 -0.12 0.04 0.55 0.01
C -0.500 4.379 -4.039 0.07 -0.28 -0.31 -0.26
F -0.127 4.081 -5.323 -0.14 0.09 0.52 0.03
C -0.608 3.357 -3.121 -0.06 0.24 0.08 0.06
C -0.995 3.647 -1.791 0.22 0.18 -0.58 -0.06
C -1.206 2.630 -0.847 -0.21 -0.21 0.38 -0.21
O -1.179 1.315 -1.217 0.63 1.37 0.55 -0.19
C -1.497 2.982 0.494 0.09 -0.27 -0.21 -0.06
C -1.637 4.289 0.820 -0.05 0.23 -0.25 0.01
N -1.501 5.324 -0.098 0.02 -0.65 0.35 0.01
C -1.205 5.016 -1.431 0.04 -0.12 -0.12 -0.08
C -1.549 1.939 1.603 -0.44 0.48 0.48 -0.60
O -2.212 2.190 2.615 0.04 0.18 -0.15 0.02
O -0.857 0.910 1.409 -0.05 -0.09 -0.06 -0.10
H -1.791 8.032 1.929 -0.02 0.07 -0.02 0.08
H -0.628 6.700 2.017 0.13 -0.02 0.06 0.09
H -2.333 6.424 2.387 -0.01 0.00 0.16 0.07
H -2.980 6.795 0.073 0.15 -0.01 -0.03 0.16
H -0.068 7.569 -0.411 0.07 0.01 0.08 0.13
H -1.431 8.696 -0.294 0.01 -0.06 0.04 0.11
H -0.859 8.111 -2.689 -0.02 -0.06 -0.02 0.11
H -2.500 7.640 -2.254 0.08 0.03 0.01 0.12
H -0.697 6.468 -4.470 0.03 0.03 -0.09 0.11
H -0.393 2.342 -3.406 0.06 -0.19 -0.11 0.11
H -1.849 4.559 1.837 -0.05 -0.05 0.11 0.11
O 4.025 -1.377 1.511 0.09 0.08 0.11 0.01
C 2.934 -0.803 1.490 1.26 0.23 0.28 -0.64
O 1.802 -1.300 1.333 -0.91 -0.20 -0.23 -0.07
C 2.950 0.712 1.717 0.61 -0.21 0.19 -0.17
C 3.991 1.308 2.426 -0.04 -0.01 0.02 0.00
C 3.946 2.670 2.653 -0.09 -0.04 -0.04 -0.08
C 2.880 3.392 2.133 -0.07 -0.02 -0.10 -0.07
C 1.907 2.710 1.414 0.05 0.67 0.14 -0.10
N 1.936 1.404 1.227 -0.27 -0.55 -0.29 0.11
H 4.793 0.682 2.789 0.01 -0.04 -0.04 0.11
H 4.723 3.162 3.228 -0.01 0.01 -0.03 0.10
H 2.804 4.462 2.278 -0.05 -0.01 -0.03 0.09
H 1.060 3.232 0.985 -0.03 0.07 -0.01 0.10
C -3.011 -1.899 8.513 -0.09 -0.13 0.06 -0.14
C -2.977 -1.778 7.005 -0.36 -0.66 -0.35 -0.29
S -3.928 -3.193 6.326 -0.12 0.37 -0.23 0.65
O -3.371 -4.396 6.888 0.41 -0.18 -0.03 -0.32
O -5.323 -2.942 6.605 -0.16 0.33 -0.14 -0.34
C -3.631 -3.155 4.541 0.12 0.02 0.92 -0.19
C -2.223 -3.666 4.262 0.05 -0.26 0.31 -0.18
N -1.793 -3.291 2.946 0.05 -0.08 -0.46 0.04
C -1.144 -2.128 2.623 -0.15 0.05 0.24 -0.33
N -0.911 -2.061 1.339 0.47 1.13 0.09 0.06
C -1.397 -3.186 0.777 -0.54 -1.09 -0.13 -0.07
C -1.990 -3.976 1.754 0.18 0.09 -0.55 -0.16
N -2.682 -5.154 1.622 0.72 0.94 -0.14 -0.44
O -3.245 -5.671 2.632 -0.73 -0.52 1.41 -0.13
O -2.741 -5.670 0.476 -0.03 -0.43 -1.22 -0.11
C -0.745 -1.112 3.621 0.22 -0.01 -0.06 0.01
H -2.392 -1.139 8.986 0.01 0.05 -0.04 0.07
H -2.644 -2.885 8.794 0.04 0.01 0.14 0.07
H -4.035 -1.802 8.866 -0.04 0.03 0.12 0.07
H -1.965 -1.854 6.621 0.09 0.06 -0.14 0.08
H -3.460 -0.874 6.643 0.01 0.08 -0.13 0.10
H -3.762 -2.121 4.229 -0.07 0.12 -0.04 0.11
H -4.372 -3.794 4.062 -0.07 -0.08 0.06 0.11
H -2.232 -4.755 4.349 0.08 0.28 -0.06 0.12
H -1.519 -3.252 4.987 0.04 -0.02 -0.11 0.11
H -1.310 -3.393 -0.270 -0.06 -0.13 -0.10 0.10
H -1.546 -0.898 4.328 -0.04 0.08 0.10 0.07
H -0.518 -0.203 3.070 -0.08 0.00 0.30 0.06
H 0.149 -1.431 4.158 0.07 -0.04 0.20 0.09
```
Forces are in eV/Å.

Properties
Charge: -2
LUMO level (spin up / spin down) (eV): 3.49 / 3.47
Relative energy (zero: lowest compared OMol25 entry of this formula, charge and spin) (kcal/mol): 2.1
HOMO level (spin up / spin down) (eV): -1.81 / -0.06
Kohn-Sham gap (spin up / spin down) (eV): 5.30 / 3.54
Multiplicity: 1
Energy (eV): -100756.179



# 2
C38H44N3O2 as an isolated structure in a non-equilibrium geometry, computed with ωB97M-V/def2-TZVPD.

```
87
Properties=species:S:1:pos:R:3:forces:R:3:lowdin_charge:R:1
C 4.071 2.400 -2.405 0.57 0.18 0.58 -0.18
C 5.307 2.158 -1.559 -0.02 -0.05 -0.31 -0.18
C 4.934 1.566 -0.201 0.96 0.86 -0.08 -0.11
C 3.720 0.718 -0.064 -1.73 -1.74 0.62 -0.07
N 3.722 -0.068 1.057 0.56 0.91 -0.86 -0.03
C 4.844 0.035 2.031 0.14 -0.32 -0.29 -0.12
C 4.449 -0.349 3.453 -0.42 -0.31 0.60 -0.17
O 3.261 -1.130 3.516 0.35 -0.39 -0.95 -0.13
C 3.222 -2.039 2.402 -0.15 0.23 0.80 -0.14
C 2.898 -1.278 1.129 -0.48 0.34 0.46 -0.10
C 2.730 0.558 -1.127 7.64 0.55 1.97 -0.18
C 3.249 1.118 -2.475 0.43 0.20 -0.85 -0.11
H 3.518 3.241 -1.973 -0.25 -0.16 -0.02 0.13
H 4.377 2.722 -3.407 -0.24 -0.23 0.10 0.13
H 5.975 1.453 -2.072 -0.14 0.14 0.00 0.12
H 5.877 3.085 -1.402 -0.13 -0.32 -0.04 0.13
H 5.818 0.993 0.129 -0.52 0.23 0.05 0.13
H 4.827 2.419 0.491 -0.10 -0.34 0.07 0.15
H 5.655 -0.649 1.716 -0.25 0.40 -0.13 0.14
H 5.242 1.054 2.074 -0.20 -0.39 -0.16 0.12
H 5.269 -0.942 3.887 -0.06 0.33 0.00 0.13
H 4.280 0.545 4.068 -0.02 -0.31 -0.12 0.13
H 4.188 -2.564 2.258 -0.43 0.02 0.43 0.14
H 2.404 -2.737 2.637 0.51 0.02 -0.25 0.14
H 1.830 -1.007 1.130 0.56 -0.03 0.06 0.11
H 3.121 -1.953 0.282 -0.06 0.28 -0.15 0.15
H 2.497 -0.586 -0.843 2.68 0.04 -0.70 0.16
H 2.434 1.374 -3.163 -0.32 -0.52 0.41 0.14
H 3.845 0.371 -3.010 -0.09 0.17 0.09 0.12
C -4.263 -0.584 2.684 0.04 -0.22 0.14 -0.01
N -3.383 0.231 1.877 -0.03 0.59 -0.05 -0.05
C -3.474 1.600 1.882 -0.30 -0.14 0.97 -0.41
O -4.149 2.275 2.661 0.86 -0.80 -1.29 0.07
C -2.536 2.109 0.786 -0.56 0.10 -0.40 -0.18
C -1.601 3.221 1.260 -0.22 0.23 0.12 -0.08
C -0.569 2.691 2.222 0.06 0.30 0.25 -0.22
C -0.971 2.222 3.481 0.36 -0.22 -0.13 -0.02
C -0.068 1.513 4.276 -0.34 0.04 0.02 -0.06
C 1.242 1.326 3.848 0.48 0.10 -0.16 -0.08
C 1.687 1.935 2.668 -0.65 0.26 0.20 -0.08
C 0.776 2.632 1.863 0.25 -0.51 0.28 -0.05
N -1.847 0.905 0.366 0.22 -0.60 -0.10 -0.02
C -0.643 0.922 -0.272 0.11 -0.95 -0.04 -0.08
C 0.285 -0.082 -0.310 -0.28 0.30 -0.35 -0.04
C 1.425 0.051 -1.346 -7.94 -0.69 -0.83 -0.31
C 1.345 -1.063 -2.483 0.80 0.55 0.95 -0.15
C 2.490 -1.769 -2.892 -0.52 -0.22 -0.07 -0.05
C 2.380 -2.742 -3.889 -0.35 -0.20 0.00 -0.06
C 1.130 -3.054 -4.445 -0.14 0.55 0.42 -0.06
C -0.006 -2.354 -3.993 0.41 -0.02 -0.04 -0.06
C 0.107 -1.341 -3.036 -0.24 -0.44 -0.24 -0.03
C -2.591 -0.310 0.770 0.05 1.01 0.50 -0.21
C -3.480 -0.898 -0.293 -0.02 0.19 -0.64 -0.01
C -4.778 -0.576 -0.427 0.64 0.34 0.20 -0.05
C -5.768 -1.302 -1.210 -0.78 -0.59 -1.02 -0.22
C -7.101 -0.825 -1.289 0.72 -0.18 0.11 -0.03
C -8.080 -1.542 -1.969 0.11 -0.37 -0.23 -0.08
C -7.754 -2.755 -2.598 0.25 0.37 0.28 -0.08
C -6.436 -3.233 -2.545 -0.01 0.20 0.04 -0.08
C -5.449 -2.518 -1.864 -0.48 0.45 0.18 -0.03
H -4.669 0.045 3.482 0.12 -0.14 -0.19 0.10
H -5.087 -0.999 2.089 0.15 0.08 0.18 0.09
H -3.688 -1.411 3.116 -0.16 0.10 0.01 0.10
H -3.185 2.455 -0.040 0.13 0.26 0.30 0.17
H -1.132 3.666 0.377 0.03 0.12 0.22 0.11
H -2.226 3.982 1.748 0.09 -0.10 -0.22 0.14
H -1.994 2.394 3.814 0.24 -0.15 -0.06 0.12
H -0.404 1.092 5.229 0.18 0.19 -0.36 0.11
H 1.933 0.714 4.433 -0.29 0.29 -0.12 0.09
H 2.730 1.883 2.373 -0.11 -0.04 0.09 0.08
H 1.112 3.083 0.927 -0.11 -0.11 0.20 0.11
H -0.484 1.846 -0.847 0.19 -0.32 0.35 0.15
H 0.099 -1.038 0.189 0.07 0.37 -0.23 0.11
H 1.091 0.961 -1.770 -1.28 0.59 -1.36 0.13
H 3.471 -1.597 -2.433 -0.41 0.01 -0.20 0.11
H 3.268 -3.285 -4.210 -0.22 0.14 0.05 0.11
H 1.033 -3.824 -5.215 0.07 0.29 0.34 0.11
H -0.991 -2.603 -4.376 0.16 0.04 -0.08 0.11
H -0.775 -0.798 -2.679 0.33 -0.25 -0.22 0.12
H -1.879 -1.072 1.125 -0.27 0.18 0.06 0.15
H -2.970 -1.573 -0.993 -0.43 -0.13 0.48 0.11
H -5.168 0.307 0.105 0.12 -0.64 0.16 0.13
H -7.341 0.123 -0.799 -0.01 -0.31 -0.13 0.11
H -9.103 -1.162 -2.013 0.35 -0.13 0.02 0.11
H -8.523 -3.322 -3.125 0.24 0.17 0.17 0.11
H -6.176 -4.172 -3.037 -0.10 0.29 0.16 0.11
H -4.424 -2.890 -1.815 -0.39 -0.03 -0.03 0.10
```
Forces are in eV/Å.

Properties
Charge: +1
LUMO level (eV): -2.77
Relative energy (zero: lowest compared OMol25 entry of this formula, charge and spin) (kcal/mol): 99.0
HOMO level (eV): -10.31
Kohn-Sham gap (eV): 7.54
Multiplicity: 1
Energy (eV): -48674.182



Which formula does entry 2 have?
C38H44N3O2



Among the records above, which one has the lowest charge?
C38H44FMgN5O9SSi2